1.
{"formula": "C20H27ClIN3O4OsSi", "method": "wB97M-V/def2-TZVPD", "e_homo_ev": -12.641, "gap_ev": 4.43, "total_energy_ev": -64792.518, "e_lumo_ev": -8.2, "relative_energy_ev": 0.964, "charge": 2, "species": ["H", "C", "N", "H", "H", "N", "C", "Cl", "H", "C", "H", "C", "H", "H", "H", "H", "C", "H", "H", "H", "C", "C", "C", "I", "C", "O", "H", "H", "Os", "C", "H", "C", "H", "H", "C", "H", "C", "Si", "C", "H", "O", "H", "C", "N", "C", "C", "H", "C", "H", "H", "C", "O", "C", "H", "H", "H", "O", "H"], "coordinates": [[-0.48652, 1.78094, -1.89625], [-2.34881, 4.61237, -0.62926], [1.02252, -1.78228, 1.30211], [0.12912, -2.00011, -3.78249], [2.30732, -2.24839, -1.79688], [-2.94049, -4.65061, 2.16419], [-0.02750, 0.91515, -2.37913], [1.20420, 5.04469, -4.42460], [-2.79065, 3.67243, -0.29256], [1.13838, -1.82068, -0.05558], [2.73940, 3.97013, -2.28294], [0.76353, 4.59970, -2.80718], [-2.93961, -5.55691, 2.60846], [2.34799, -2.79271, 4.09711], [2.09519, 3.28283, -0.01481], [4.25661, -2.93193, -0.34129], [1.71588, 4.08101, -1.95382], [-0.07572, 2.88394, 2.85257], [-1.27458, 5.20046, -3.06746], [4.05168, -2.80739, 2.11118], [0.03114, 3.86760, -0.26238], [1.34464, 3.70492, -0.66625], [0.42426, 2.86665, 1.88532], [0.47857, -5.37985, 0.90709], [3.21865, -2.53380, 1.47840], [1.59333, 0.93358, 0.94890], [-3.16531, 0.38002, -1.79100], [-2.63560, -0.08470, -0.20927], [-0.86852, -1.10628, 1.16271], [-1.84232, -3.95144, 2.03437], [-0.04762, 1.08324, -3.45844], [-2.63183, -0.41546, -1.26666], [1.01880, 0.88715, -2.06662], [-3.81110, -4.30416, 1.78416], [-0.85430, -1.93241, -3.31490], [-1.14944, -2.92372, -2.96729], [2.25603, -2.22636, -0.71808], [-0.92490, -0.64956, -1.99404], [0.62435, 1.42749, 1.44600], [-2.37961, 5.29542, 0.22036], [-0.45385, 3.49268, 0.98587], [-0.71062, -5.27727, 3.28591], [1.90008, -1.94925, 3.57350], [-0.12589, -1.35924, -0.46426], [3.33023, -2.59796, 0.10639], [2.03116, -2.10270, 2.09625], [2.43471, -1.05019, 3.88817], [-0.93825, 4.41538, -1.10658], [1.39714, 3.35096, 1.96639], [0.85799, -1.84103, 3.87408], [-0.55933, -4.49441, 2.54971], [-1.92397, -2.82567, 1.43409], [-0.54934, 4.77300, -2.38739], [-3.23103, -1.32528, -1.32667], [-2.96806, 5.02352, -1.42332], [0.05975, -3.70167, 2.95613], [-0.55798, 0.71297, 1.52452], [-1.55986, -1.63482, -4.09655]], "nbo_charge": [0.277, -0.627, -0.410, 0.265, 0.264, -0.687, -1.161, 0.032, 0.212, 0.348, 0.240, -0.047, 0.438, 0.261, 0.228, 0.259, -0.224, 0.232, 0.238, 0.257, 0.327, -0.303, -0.169, 0.224, -0.226, -0.554, 0.293, 0.202, 1.462, 0.700, 0.281, -1.120, 0.271, 0.442, -1.149, 0.259, -0.235, 1.764, 0.782, 0.240, -0.494, 0.269, -0.672, -0.607, -0.091, 0.290, 0.276, -0.069, 0.218, 0.221, -0.644, -0.712, -0.206, 0.264, 0.229, 0.254, -0.690, 0.280]}

2.
{"formula": "C20H27FN4O4", "method": "wB97M-V/def2-TZVPD", "e_homo_ev": -8.533, "gap_ev": 9.09, "total_energy_ev": -38046.538, "e_lumo_ev": 0.6, "relative_energy_ev": 0.317, "charge": 0, "smiles": "CCN(C[C@@H](C)NC(=O)c1cc(O)nn1C)C(=O)[C@@H](Cc1ccc(F)cc1)OC", "species": ["H", "N", "N", "N", "O", "C", "C", "F", "C", "H", "H", "O", "H", "C", "H", "O", "N", "H", "C", "H", "H", "C", "O", "H", "C", "H", "C", "H", "H", "C", "H", "C", "H", "H", "H", "H", "C", "C", "H", "H", "H", "H", "C", "H", "C", "C", "C", "H", "H", "C", "H", "H", "C", "C", "C", "H"], "coordinates": [[0.23693, 3.67513, -0.82690], [0.40349, -0.32780, -1.87896], [-4.38736, 1.78863, 3.24649], [-0.46765, 1.53478, 0.87174], [0.53868, -3.64825, -0.33738], [-4.02221, 3.80071, 1.96970], [2.96761, -1.66492, -0.06502], [4.22329, 0.88304, 2.91033], [3.72609, -0.53855, -0.36501], [0.11288, 1.64284, -2.37918], [-4.48243, 3.81418, 0.98385], [-1.94986, 3.07795, 0.08990], [-0.44113, 0.66231, 1.37511], [2.47415, -2.56208, -1.17380], [-1.14192, -1.69248, -3.71285], [-0.23580, -1.13374, 0.12674], [-3.63904, 2.45146, 2.34206], [3.98215, -0.32681, -1.39715], [-0.13327, 0.99483, -1.53768], [-5.09446, 0.03428, 4.61754], [1.82054, 2.96217, -1.20256], [-2.68265, 0.47702, 2.55036], [-4.31059, -0.33774, 4.19370], [1.30359, 0.96046, 0.05175], [1.01193, 3.00007, -0.47003], [0.66652, -3.02453, -2.27400], [-2.60680, 1.69975, 1.90594], [4.75571, 1.20405, 0.40467], [-3.15064, 4.44881, 1.95168], [0.94225, -2.68271, -1.26814], [1.34582, -1.41801, -3.40217], [-0.81503, -4.03812, -0.47972], [-2.04981, -0.38597, 2.43160], [-1.49427, -3.21220, -0.26242], [-1.22195, 0.97065, -1.45394], [-0.37867, -0.98565, -5.14425], [-1.65495, 2.17911, 0.86587], [3.06189, -1.05981, 2.27477], [-0.98978, -4.84195, 0.23114], [1.19541, 0.29392, -3.68477], [2.85222, -3.57890, -1.05052], [2.03601, -2.77617, 1.51331], [4.16357, 0.32778, 0.62952], [-1.00347, -4.41216, -1.49306], [-0.61008, -0.81777, -4.09190], [0.46677, 1.59196, -0.24602], [0.66474, -0.57659, -3.29407], [1.41554, 3.39635, 0.46221], [-4.73040, 4.13893, 2.72084], [3.81542, 0.04800, 1.93398], [-1.28112, 0.03908, -4.02420], [2.86555, -2.18835, -2.12089], [2.64442, -1.91525, 1.26808], [-3.81406, 0.60727, 3.36435], [0.28604, -1.31988, -0.96149], [2.81020, -1.23915, 3.31087]], "nbo_charge": [0.235, -0.445, -0.337, -0.597, -0.530, -0.399, -0.049, -0.325, -0.188, 0.206, 0.215, -0.641, 0.426, -0.428, 0.208, -0.656, -0.131, 0.209, -0.228, 0.489, 0.201, -0.370, -0.665, 0.225, -0.617, 0.180, 0.055, 0.232, 0.220, 0.026, 0.202, -0.254, 0.239, 0.191, 0.216, 0.218, 0.653, -0.269, 0.199, 0.202, 0.240, 0.238, -0.292, 0.159, -0.623, -0.045, -0.206, 0.219, 0.221, 0.389, 0.216, 0.210, -0.180, 0.425, 0.680, 0.232]}

3.
{"formula": "C20H27N3O", "method": "wB97M-V/def2-TZVPD", "e_homo_ev": -7.950, "gap_ev": 8.71, "total_energy_ev": -27695.729, "e_lumo_ev": 0.8, "relative_energy_ev": 0.987, "charge": 0, "smiles": "Cc1ccc(CN2CCN(Cc3ccccn3)C[C@H]2CCO)cc1", "species": ["C", "H", "H", "H", "N", "H", "H", "H", "H", "H", "C", "H", "H", "C", "H", "H", "H", "C", "C", "C", "C", "H", "C", "C", "H", "C", "H", "C", "C", "H", "H", "C", "C", "C", "H", "C", "C", "C", "H", "C", "H", "H", "C", "H", "H", "H", "N", "H", "O", "H", "N"], "coordinates": [[-0.14508, -1.83879, -2.90581], [-3.74868, -0.73742, -1.57229], [-0.88088, 3.27679, 1.34258], [-2.06893, -2.40594, -2.13783], [-0.85623, 0.71341, -2.11184], [4.04788, -2.17596, -2.83994], [1.67431, -0.91182, -3.58484], [0.12859, -2.83710, -3.21679], [2.10145, 1.52404, 0.66816], [0.94434, 1.34870, -2.81364], [-1.21797, -1.25149, 1.14763], [-1.04113, -2.12574, 1.78130], [0.54869, 2.45621, 1.94251], [-2.47553, 1.23870, 0.82007], [-0.93313, 1.47744, 3.80922], [-3.22215, -1.04042, 1.88465], [0.74760, -1.17735, 2.83853], [0.72439, -0.30359, 2.17838], [2.74265, -2.06838, -0.51192], [3.36454, -1.01568, -1.17004], [0.31049, 0.48066, -2.68489], [-3.10099, -1.98116, 0.38239], [3.11041, 0.27543, -0.72831], [-3.01797, 0.02011, -1.26772], [-2.99677, 1.35468, 1.77540], [-0.96209, 1.14626, 1.10500], [2.92456, -3.08306, -0.83792], [0.71768, -0.77373, -3.10844], [1.90331, -1.83653, 0.56138], [5.32628, -1.39722, -1.91287], [-2.15694, 2.66936, 3.32268], [-0.54165, 2.39658, 1.89192], [-2.72178, -1.10482, 0.91193], [2.26704, 0.50753, 0.34245], [-3.34895, 0.99298, -1.64036], [1.65309, -0.54463, 1.01044], [-1.36870, -1.60069, -2.30505], [4.31501, -1.26917, -2.30124], [-0.71063, -1.41890, 0.18337], [-1.08892, 2.44866, 3.32173], [1.44625, -2.67488, 1.06849], [4.32830, -0.43154, -2.99547], [-1.69024, -0.30120, -1.91863], [-2.66330, 2.12030, 0.20631], [0.44690, 3.35883, 4.10257], [-0.42997, 1.15762, 0.13785], [-3.06807, 0.08974, 0.17921], [3.58449, 1.11113, -1.22388], [-0.50795, 3.48760, 4.07907], [1.07366, 0.55446, 2.75331], [-0.68196, -0.08914, 1.83851]], "nbo_charge": [-0.166, 0.195, 0.218, 0.216, -0.448, 0.214, 0.219, 0.216, 0.208, 0.192, -0.246, 0.196, 0.189, -0.211, 0.171, 0.198, 0.202, -0.225, -0.238, -0.007, 0.049, 0.197, -0.220, -0.243, 0.191, -0.085, 0.207, -0.256, -0.141, 0.225, 0.178, -0.430, -0.222, -0.195, 0.217, -0.071, -0.261, -0.634, 0.182, -0.066, 0.201, 0.214, 0.200, 0.208, 0.458, 0.206, -0.436, 0.208, -0.716, 0.199, -0.456]}

4.
{"formula": "C20H27N3O2", "method": "wB97M-V/def2-TZVPD", "e_homo_ev": -9.010, "gap_ev": 9.70, "total_energy_ev": -29744.313, "e_lumo_ev": 0.7, "relative_energy_ev": 1.011, "charge": 0, "smiles": "O=C(CCc1nnc(CCCCc2ccccc2)o1)NC1CCCC1", "species": ["C", "H", "C", "H", "C", "C", "C", "H", "C", "H", "H", "H", "C", "H", "N", "H", "C", "H", "H", "H", "C", "H", "H", "H", "C", "C", "C", "C", "O", "N", "H", "H", "H", "C", "C", "C", "H", "C", "N", "H", "H", "H", "C", "C", "H", "H", "H", "H", "H", "C", "H", "O"], "coordinates": [[1.85376, -2.63738, -2.50154], [-0.09267, 0.54849, -5.44823], [-0.04601, -2.30882, -3.92704], [-0.30148, -1.04364, 2.13788], [-0.74335, 1.83624, 0.43586], [0.28684, 3.14967, 2.29567], [1.29368, -0.44005, -3.27721], [-0.80013, 3.93225, 0.59328], [0.62035, -0.25478, 3.92803], [0.51203, -3.26768, 2.39012], [2.38914, -1.70153, 2.27263], [0.11034, 0.06433, 4.84021], [0.19625, -0.94145, -3.96597], [-1.80904, 3.07458, 1.76016], [0.76628, 0.93753, 3.12234], [-1.86946, 1.76616, -4.50523], [-1.45142, 0.99298, -3.85541], [-1.16175, -1.50111, 3.60975], [-1.55726, -1.31983, -2.18847], [-3.03147, -0.83019, -1.32571], [0.69054, -2.60751, 3.23730], [2.01098, -1.24424, 5.26122], [2.79309, -0.15054, 4.11610], [2.84475, -2.79228, 3.59154], [1.99368, -0.88032, 4.23367], [-1.31425, 0.30692, -0.91270], [2.11307, -1.27865, -2.54577], [-0.17435, -1.34816, 3.17788], [-0.59994, 2.26099, 4.34702], [-0.11502, 0.03867, -0.52207], [2.95546, -0.87060, -2.00819], [-3.22599, -0.21896, -3.69630], [-0.88837, -2.71743, -4.46935], [-2.60060, 0.39296, -3.04351], [-2.14744, -0.46733, -1.85737], [0.09479, 2.07597, 3.36757], [0.49025, -3.16039, 4.15654], [-0.83700, 3.06428, 1.25955], [0.25250, 1.01788, 0.33601], [-1.42940, -0.59584, -5.31118], [-0.74257, 1.47775, -3.18130], [-3.21865, 1.20904, -2.65986], [2.11179, -2.05544, 3.26653], [0.77624, -3.15221, -3.20032], [1.18110, 0.81528, 2.20665], [1.25270, 3.03475, 1.80565], [0.23647, 4.12258, 2.78492], [0.57216, -4.21318, -3.17878], [1.50941, 0.61821, -3.31500], [-0.70336, -0.01578, -4.73749], [2.49167, -3.29394, -1.92871], [-1.77955, 1.44486, -0.33826]], "nbo_charge": [-0.223, 0.218, -0.269, 0.208, 0.484, -0.480, -0.238, 0.235, -0.068, 0.212, 0.196, 0.236, 0.072, 0.246, -0.620, 0.212, -0.391, 0.215, 0.256, 0.231, -0.403, 0.205, 0.216, 0.211, -0.409, 0.476, -0.181, -0.409, -0.643, -0.300, 0.213, 0.207, 0.207, -0.391, -0.467, 0.675, 0.194, -0.455, -0.347, 0.204, 0.198, 0.211, -0.404, -0.196, 0.423, 0.222, 0.239, 0.210, 0.207, -0.443, 0.212, -0.417]}